Entry 1:
{
  "formula": "C6H7N5",
  "method": "ωB97M-V/def2-TZVPD",
  "symbols": ["C", "C", "C", "C", "C", "C", "H", "H", "H", "H", "H", "H", "H", "N", "N", "N", "N", "N"],
  "xyz": [[-0.285653, -2.807806, -0.820796], [0.474082, 0.587473, -1.792693], [0.035194, 0.822591, -0.362937], [0.043659, 1.814301, 0.688688], [-0.630011, 0.152436, 2.229434], [-0.339214, -0.529198, 0.019807], [0.549051, -3.332608, -1.430644], [-1.481119, -3.359291, -1.034802], [-0.165220, -3.044135, 0.377443], [0.932143, 1.353198, -2.558964], [0.590242, 3.224340, -0.565274], [0.929429, 3.556178, 1.229682], [-0.703516, 0.042061, 3.284567], [0.030032, -1.395244, -0.977397], [0.494209, -0.728498, -2.001182], [0.371897, 3.035752, 0.379190], [-0.272337, 1.495298, 1.954132], [-0.572870, -0.886849, 1.381747]],
  "atomic_forces_ev_per_a": [[-0.11, -3.19, 1.18], [0.80, 0.59, 1.64], [-0.75, -3.00, -1.32], [-1.33, -3.71, 0.13], [2.31, 1.51, -3.08], [1.66, 2.30, 3.05], [-1.79, 0.39, 1.08], [3.60, 2.44, 0.04], [-0.06, 0.67, -3.23], [-1.11, -1.97, 1.62], [0.59, 0.42, -0.63], [-2.10, -1.37, -3.23], [-0.55, -0.79, 0.57], [-2.68, 0.71, 3.01], [0.31, 1.20, -2.70], [2.48, 4.11, 3.66], [-0.50, -1.76, -0.75], [-0.76, 1.46, -1.05]],
  "gap_ev": 9.48,
  "mol_weight_g_mol": 149.2,
  "lumo_energy_ev": 0.766,
  "e_tot_ha": -506.53250,
  "total_charge": 0
}

Entry 2:
{
  "formula": "C5H5N3",
  "method": "ωB97M-V/def2-TZVPD",
  "symbols": ["C", "C", "C", "C", "N", "N", "C", "N", "H", "H", "H", "H", "H"],
  "xyz": [[0.617958, -0.350299, 0.987511], [1.157789, -0.162881, -0.314333], [-1.046300, 0.724151, -0.533858], [0.252821, 0.413768, -1.203423], [0.858712, -1.061390, 2.007515], [-1.382196, -0.396915, -1.300709], [-0.694812, 0.597398, 1.001273], [-1.294653, 1.151507, 1.875902], [1.521865, -1.808566, 1.796791], [-1.088111, -1.254089, -0.836401], [2.208472, -0.295420, -0.526427], [-1.601697, 1.625749, -0.780052], [0.490151, 0.816986, -2.173790]],
  "atomic_forces_ev_per_a": [[-1.42, 0.83, 0.80], [0.27, -0.12, -0.54], [0.19, 0.65, 1.11], [-0.40, 0.24, -0.24], [-0.08, -0.38, -0.23], [0.79, -0.36, -0.25], [1.18, -1.39, -2.11], [-0.70, 0.69, 1.34], [0.32, 0.26, 0.07], [-0.22, -0.06, 0.19], [-0.04, -0.22, -0.11], [0.12, -0.05, -0.05], [0.00, -0.10, 0.01]],
  "gap_ev": [8.08, 7.37],
  "mol_weight_g_mol": 107.1,
  "lumo_energy_ev": [-0.739, -1.654],
  "e_tot_ha": -357.60967,
  "total_charge": 0
}

Entry 3:
{
  "formula": "C57H42N3O4P2S2Sc",
  "method": "ωB97M-V/def2-TZVPD",
  "symbols": ["Sc", "O", "S", "C", "C", "C", "C", "C", "C", "C", "C", "C", "C", "P", "C", "C", "C", "C", "C", "C", "C", "C", "C", "C", "C", "C", "C", "C", "C", "C", "C", "C", "C", "C", "C", "C", "C", "C", "P", "C", "C", "C", "C", "C", "C", "C", "C", "C", "C", "C", "C", "C", "C", "H", "H", "H", "H", "H", "H", "H", "H", "H", "H", "H", "H", "H", "H", "H", "H", "H", "H", "H", "H", "H", "H", "H", "H", "H", "H", "H", "H", "H", "H", "H", "H", "H", "H", "H", "H", "O", "S", "O", "O", "C", "N", "C", "C", "C", "N", "C", "C", "C", "N", "C", "C", "H", "H", "H", "H", "H", "H"],
  "xyz": [[-0.357038, -0.195942, -0.942424], [0.188797, 1.753281, -0.622043], [-0.337493, 1.943907, 0.814809], [-1.349259, 3.379201, 0.499096], [-0.711294, 4.596898, 0.465534], [-1.407621, 5.817147, 0.229725], [-2.808541, 5.785452, 0.226436], [-3.841217, 6.860088, -0.090330], [-5.206605, 6.141799, -0.207160], [-4.869469, 4.680966, -0.039192], [-5.594359, 3.519046, -0.136970], [-4.959595, 2.258589, 0.053429], [-3.568487, 2.100140, 0.202080], [-2.875760, 0.442878, 0.122969], [-4.132703, -0.837063, 0.499842], [-4.354541, -1.193108, 1.804447], [-5.474508, -1.951290, 2.168009], [-6.318263, -2.493658, 1.197450], [-5.948339, -2.283216, -0.132393], [-4.881209, -1.434571, -0.502840], [-2.524734, 0.223643, -1.650589], [-2.284298, -1.090489, -2.178336], [-2.153167, -1.291632, -3.547059], [-2.152967, -0.205437, -4.445247], [-2.333497, 1.099824, -3.925353], [-2.465583, 1.295897, -2.551124], [-2.787013, 3.284872, 0.304732], [-3.474340, 4.534761, 0.221678], [1.067775, 2.551605, 1.783884], [0.643169, 3.324079, 2.899841], [1.499704, 4.266066, 3.503675], [2.752316, 4.452765, 2.974345], [3.778655, 5.489729, 3.249628], [5.082502, 4.936107, 2.563004], [4.588937, 3.863822, 1.674561], [5.159091, 3.144640, 0.659832], [4.481897, 2.051855, 0.123777], [3.187916, 1.667234, 0.502841], [2.569460, 0.067183, -0.117651], [3.093991, -0.043180, -1.829701], [2.340713, 0.738794, -2.701031], [2.272239, 0.438574, -4.047684], [2.847615, -0.752782, -4.556067], [3.713978, -1.458936, -3.745994], [3.909634, -1.019471, -2.377006], [3.648164, -1.075950, 0.815056], [4.371789, -0.727850, 1.924981], [5.184418, -1.631778, 2.611841], [5.221770, -2.965796, 2.243392], [4.490207, -3.375928, 1.103480], [3.716202, -2.425161, 0.430589], [2.423529, 2.504275, 1.388745], [3.235759, 3.513358, 2.017971], [0.332493, 4.612708, 0.601468], [-0.787925, 6.725260, 0.113686], [-3.571207, 7.432692, -1.000672], [-3.790985, 7.513035, 0.784625], [-5.586600, 6.368305, -1.230803], [-5.923860, 6.484340, 0.574508], [-6.704363, 3.447643, -0.267197], [-5.640052, 1.405375, -0.000432], [-3.724931, -0.772192, 2.588095], [-5.719160, -2.056394, 3.200152], [-7.196830, -3.045030, 1.480186], [-6.556179, -2.764065, -0.906227], [-4.714908, -1.159188, -1.556984], [-2.542913, -1.942323, -1.507069], [-2.097433, -2.296817, -3.972503], [-1.948958, -0.305663, -5.473234], [-2.341242, 1.941524, -4.590919], [-2.488876, 2.338721, -2.167047], [-0.396813, 3.113208, 3.247765], [1.207086, 4.812354, 4.433085], [3.862543, 5.660297, 4.353894], [3.461014, 6.433029, 2.809961], [5.826086, 4.559000, 3.300812], [5.584123, 5.723096, 1.992654], [6.147670, 3.385182, 0.223085], [4.925184, 1.373953, -0.582793], [1.790523, 1.652762, -2.337173], [1.751219, 1.111547, -4.701169], [2.775887, -0.985786, -5.611160], [4.221109, -2.365450, -4.102766], [4.599674, -1.582676, -1.793630], [4.403826, 0.283617, 2.350584], [5.840708, -1.252775, 3.373126], [5.804082, -3.660874, 2.830348], [4.583886, -4.363010, 0.687164], [3.136375, -2.749911, -0.483761], [2.131245, -7.473732, -3.353056], [2.628872, -8.414055, -2.335166], [3.219093, -7.767537, -1.140322], [0.718736, -9.009193, -1.506623], [0.360712, -8.385481, -0.439178], [0.101537, -9.102103, 0.705099], [-0.372287, -8.385649, 1.714864], [-0.681887, -7.017120, 1.734827], [-0.289037, -6.328720, 0.548968], [0.118908, -7.010628, -0.464538], [-0.283407, -4.872606, 0.382498], [0.325030, -4.419429, -0.794517], [0.420190, -3.076272, -0.958151], [-0.121828, -2.206631, -0.131818], [-0.615723, -2.581580, 1.065594], [-0.695724, -3.928226, 1.351632], [-0.402197, -8.969900, 2.639463], [-1.233219, -6.573220, 2.593513], [0.774286, -5.111553, -1.484327], [0.997630, -2.677421, -1.854080], [-0.845984, -1.802903, 1.814494], [-1.073505, -4.236808, 2.315713]],
  "atomic_forces_ev_per_a": [[2.31, -0.29, 0.93], [-0.06, -0.93, -1.05], [0.74, 1.16, 1.33], [-0.90, 0.34, 0.64], [-1.54, 0.50, -0.48], [-0.39, -0.12, 0.51], [0.92, -0.22, -1.59], [0.93, 0.20, 0.79], [-0.09, 0.33, -0.29], [0.65, -0.63, -0.04], [-1.11, -0.77, 0.54], [0.36, 0.33, -0.43], [-1.48, 0.45, 0.03], [0.23, -1.19, -0.16], [0.58, 0.34, -1.07], [-0.51, 0.23, 1.51], [0.13, 0.22, -0.63], [1.45, 0.74, -0.16], [-0.21, -0.02, -0.78], [-1.30, -0.24, -0.27], [-0.96, -0.33, -1.44], [-1.66, -0.15, 0.66], [0.29, 0.10, -0.96], [-0.07, 1.16, 2.27], [0.49, -1.47, 0.03], [0.15, 1.00, 0.26], [0.56, 0.20, 0.57], [0.46, -0.51, -0.14], [-1.09, 0.88, 0.87], [0.03, -1.03, -0.73], [-0.71, 0.07, 1.25], [-0.14, -1.24, -0.66], [0.70, -0.21, 1.20], [0.14, 1.07, 0.58], [-1.20, -1.66, -0.32], [1.43, 0.60, -0.56], [-1.82, -0.86, 0.55], [-0.44, 0.72, -0.48], [0.41, -0.18, 1.14], [0.33, -0.33, -0.36], [-1.33, 1.22, -0.34], [0.08, -0.86, -0.25], [0.51, 1.07, 0.17], [0.25, 0.49, 1.55], [-0.83, -1.08, -1.85], [-0.54, -0.93, -0.38], [0.94, 1.17, 1.33], [-0.30, -0.29, -0.60], [-0.48, -0.03, -0.72], [0.12, 1.22, 0.37], [-0.65, -0.88, -1.16], [1.78, 0.66, -0.04], [-0.32, 0.95, -0.05], [1.12, 0.20, 0.09], [-0.74, -0.47, 0.12], [-0.12, -0.28, 0.63], [-0.33, 0.46, -0.30], [-0.23, -0.38, 0.89], [0.37, -0.22, -0.76], [1.17, 0.52, -0.03], [0.50, 0.00, 0.06], [-0.16, -0.10, -0.04], [0.05, -0.22, 0.60], [-0.12, -0.18, -0.10], [0.31, 0.32, 0.14], [-0.29, -0.40, 0.63], [0.69, 0.46, -0.62], [0.15, 0.21, 0.37], [-0.09, -0.43, -1.09], [0.04, 0.26, -0.16], [-0.29, -0.86, -0.31], [0.90, 0.73, -0.16], [-0.03, -0.40, -1.10], [0.17, -0.06, -0.94], [0.06, 0.12, -0.08], [-0.57, 0.14, -0.43], [0.03, -0.09, 0.11], [-0.59, -0.11, 0.58], [0.61, 0.14, -0.25], [0.70, -1.00, -0.29], [-0.23, 0.12, -0.29], [-0.26, -0.14, 0.09], [-0.09, 0.59, 0.17], [0.27, -0.26, 0.51], [-0.25, -0.24, -0.56], [-0.08, -0.03, 0.45], [0.13, -0.13, -0.21], [-0.16, -0.33, 0.16], [0.77, 0.23, 1.17], [0.71, -0.91, 1.11], [-0.11, 1.99, 0.42], [-0.76, -0.70, -1.53], [-0.23, 1.19, 1.62], [-1.07, -0.28, -0.90], [0.41, 1.37, -0.19], [0.29, -0.67, 0.57], [-0.09, 0.84, -0.22], [-1.40, -1.66, 2.49], [1.77, -1.30, -2.11], [0.15, 0.13, 0.13], [0.10, 0.17, 0.48], [0.89, -0.06, -2.29], [-0.28, 2.81, 0.97], [0.15, -0.79, 0.14], [-0.10, -0.04, -0.16], [-0.59, 0.28, -0.10], [0.83, -0.31, -0.68], [-0.02, -0.36, -0.11], [-0.85, -0.24, 0.94], [-0.12, -0.43, -0.66], [0.04, -0.14, -0.01]],
  "gap_ev": 3.43,
  "mol_weight_g_mol": 1004.0,
  "lumo_energy_ev": -7.164,
  "e_tot_ha": -4901.74992,
  "total_charge": 2
}

Entry 4:
{
  "formula": "C28H37BCl3F4IrN3O6SeSi",
  "method": "ωB97M-V/def2-TZVPD",
  "symbols": ["Ir", "O", "C", "C", "C", "C", "C", "C", "C", "O", "N", "O", "O", "H", "H", "H", "H", "C", "C", "C", "C", "N", "C", "Se", "N", "C", "C", "C", "C", "C", "C", "C", "C", "C", "C", "H", "H", "H", "H", "H", "H", "H", "H", "H", "H", "H", "H", "H", "H", "H", "H", "H", "H", "H", "H", "H", "H", "F", "B", "F", "F", "F", "C", "Si", "C", "C", "C", "H", "H", "H", "H", "H", "H", "H", "H", "H", "H", "H", "Cl", "C", "Cl", "Cl", "C", "O", "O"],
  "xyz": [[0.212956, 0.010732, 1.849566], [1.887164, 0.530723, 2.854025], [1.817263, 1.044928, 3.990757], [0.750384, 1.828160, 4.482929], [0.863720, 2.329293, 5.795148], [-0.096120, 3.145908, 6.296505], [-1.218873, 3.504890, 5.522023], [-1.347415, 3.043656, 4.249549], [-0.368331, 2.188656, 3.662325], [-0.552248, 1.837070, 2.443134], [0.036826, 3.665687, 7.656548], [1.027807, 3.354826, 8.288657], [-0.851388, 4.383099, 8.071902], [2.704944, 0.918865, 4.617104], [1.718869, 2.070688, 6.406297], [-1.969729, 4.144737, 5.963741], [-2.202150, 3.301878, 3.640141], [4.983814, -1.090970, -1.230880], [4.191843, -2.154383, -1.986850], [3.666275, -3.268224, -1.084297], [2.510583, -2.855434, -0.177642], [1.344679, -2.424710, -0.951433], [0.849910, -1.181891, -1.056525], [1.536500, 0.359220, -0.201509], [-0.202752, -1.202451, -1.884526], [-0.999162, -0.041407, -2.296054], [-0.316009, 0.839562, -3.332028], [-0.090101, 0.201105, -4.704216], [1.174290, -0.653175, -4.798735], [-0.412251, -2.505473, -2.312731], [-1.387766, -3.063600, -3.129953], [-1.325742, -4.426487, -3.329292], [-0.332501, -5.213741, -2.723005], [0.629094, -4.656911, -1.906719], [0.574100, -3.279795, -1.724034], [5.383420, -0.340768, -1.913851], [5.826338, -1.544422, -0.704077], [4.366318, -0.572763, -0.496770], [4.830868, -2.602183, -2.751054], [3.358275, -1.693964, -2.527930], [4.474520, -3.621817, -0.437462], [3.359193, -4.123083, -1.690569], [2.778792, -2.037404, 0.484890], [2.182138, -3.686393, 0.447607], [-1.244706, 0.529190, -1.402566], [-1.931729, -0.446722, -2.684263], [0.634709, 1.200080, -2.929892], [-0.955269, 1.721698, -3.432698], [-0.017303, 1.000181, -5.445338], [-0.966715, -0.391326, -4.986450], [2.052443, -0.064565, -4.522533], [1.324223, -1.015656, -5.816282], [1.139006, -1.527033, -4.147635], [-2.176521, -2.467385, -3.564685], [-2.070233, -4.904388, -3.950936], [-0.330887, -6.281951, -2.891099], [1.376238, -5.267675, -1.420103], [-1.509143, -0.612594, 0.922295], [-2.261317, -1.941552, 0.650567], [-3.078366, -2.122347, 1.718903], [-1.272509, -2.899738, 0.547569], [-2.914068, -1.713029, -0.534710], [-1.418081, 4.700950, -2.374257], [-2.533502, 3.788810, -1.184815], [-3.375301, 5.036600, -0.073833], [-3.842254, 2.832883, -2.118984], [-1.528737, 2.629159, -0.162574], [-1.945417, 5.535443, -2.842025], [-1.052055, 4.049397, -3.171408], [-0.548144, 5.106570, -1.852590], [-3.989212, 5.729100, -0.655213], [-2.640533, 5.621856, 0.482981], [-4.024607, 4.536275, 0.647741], [-4.291040, 3.445526, -2.904384], [-4.642944, 2.511789, -1.449108], [-3.427874, 1.938024, -2.588916], [-1.979943, 1.816967, 0.396861], [-0.481483, 2.796896, 0.059763], [0.594453, -4.660044, 3.150130], [0.044921, -3.268698, 4.074520], [-1.574620, -3.532423, 4.690638], [1.180025, -2.948118, 5.416260], [0.074639, -1.995797, 3.216499], [0.814719, -1.948148, 2.193004], [-0.579169, -0.980447, 3.568829]],
  "atomic_forces_ev_per_a": [[0.73, 0.18, 1.11], [-0.02, -0.74, 0.20], [0.02, 0.43, -0.24], [-0.07, -0.16, 0.05], [0.15, -0.11, 0.01], [-0.13, 0.07, 0.02], [-0.03, 0.03, 0.07], [0.02, 0.07, -0.05], [-0.14, 0.16, -0.02], [-0.04, -0.16, -0.48], [0.01, 0.00, -0.04], [0.02, -0.02, 0.01], [-0.03, 0.01, 0.01], [0.01, 0.10, 0.00], [-0.01, 0.00, -0.01], [0.00, 0.00, -0.01], [0.01, 0.01, -0.01], [-0.02, -0.03, -0.02], [0.05, 0.02, 0.03], [0.01, 0.01, 0.00], [-0.07, -0.05, -0.04], [0.12, -0.05, 0.04], [0.04, -0.05, -0.07], [-0.33, 0.35, -0.03], [-0.04, 0.02, -0.05], [0.02, -0.08, -0.02], [-0.02, 0.02, 0.00], [0.06, -0.03, 0.01], [-0.03, 0.03, 0.00], [-0.08, 0.13, -0.04], [-0.03, -0.02, -0.01], [0.05, -0.02, 0.03], [-0.04, 0.04, -0.03], [0.01, -0.05, 0.00], [0.05, -0.03, 0.12], [-0.01, 0.01, 0.00], [0.01, 0.00, -0.01], [0.00, 0.00, 0.01], [-0.01, -0.01, 0.00], [0.00, 0.01, 0.00], [-0.02, -0.02, 0.00], [0.00, 0.02, -0.02], [0.00, 0.04, -0.02], [0.01, 0.02, 0.03], [0.06, 0.00, 0.04], [-0.04, 0.03, 0.03], [-0.02, 0.03, 0.02], [0.00, -0.04, -0.03], [-0.01, 0.00, 0.00], [0.00, 0.00, 0.00], [0.00, 0.00, 0.00], [0.01, 0.00, 0.00], [0.00, -0.01, 0.01], [0.00, 0.01, -0.01], [0.00, -0.01, 0.00], [0.00, -0.01, 0.00], [0.00, 0.00, 0.00], [-0.12, 0.31, -0.28], [0.06, -0.12, -0.01], [-0.10, -0.01, 0.16], [0.03, 0.02, 0.00], [0.02, 0.06, -0.08], [0.09, 0.05, -0.10], [0.05, -0.08, 0.02], [-0.06, 0.09, 0.07], [-0.08, -0.05, -0.06], [-0.16, 0.18, -0.07], [0.00, 0.00, -0.01], [0.01, 0.02, 0.02], [0.00, 0.01, -0.01], [0.00, 0.00, 0.00], [-0.01, 0.01, 0.00], [0.00, 0.01, 0.01], [-0.02, 0.01, 0.01], [0.02, -0.03, 0.00], [0.00, 0.01, -0.02], [0.06, -0.02, -0.03], [-0.01, -0.07, -0.02], [-0.01, -0.01, 0.00], [0.00, 0.12, 0.01], [0.02, -0.01, 0.00], [-0.03, -0.02, -0.02], [0.12, -0.20, 0.09], [-0.26, -0.29, -0.24], [0.15, -0.12, -0.04]],
  "gap_ev": [7.26, 7.43],
  "mol_weight_g_mol": 1004.0,
  "lumo_energy_ev": [-1.047, -1.046],
  "e_tot_ha": -6305.18729,
  "total_charge": 0,
  "multiplicity": 2
}